Record 1
{
  "formula": "C5H13IN",
  "method": "ωB97M-V/def2-TZVPD",
  "spin_multiplicity": 3,
  "largest_force_ev_per_a": 4.86,
  "e_homo_ev": [-7.82, -12.50],
  "total_charge": 1,
  "e_tot_ev": -14973.3129,
  "species": ["C", "C", "C", "C", "C", "N", "I", "H", "H", "H", "H", "H", "H", "H", "H", "H", "H", "H", "H", "H"],
  "xyz": [[-0.53779, -0.86041, 1.24325], [-0.36679, -0.83634, -1.25874], [1.45174, 1.21968, -1.18443], [1.67570, 0.92071, 1.31413], [0.11181, -0.30413, -0.00673], [0.99578, 0.64867, 0.03022], [-4.27777, -1.05396, -0.58710], [-0.31730, -1.94678, 1.35723], [-0.18312, -0.36575, 2.16279], [-1.61905, -0.71750, 1.24532], [0.44176, -1.45282, -1.49238], [-1.28946, -1.29938, -1.05596], [-0.34137, -0.04486, -2.01569], [0.62419, 1.76511, -1.65957], [2.22069, 1.94762, -1.06198], [1.75604, 0.56266, -1.99938], [1.97946, 0.09248, 1.84037], [2.45154, 1.60817, 1.10449], [0.88963, 1.37961, 1.86741], [-5.66569, -1.26278, 0.15673]],
  "forces_ev_per_a": [[1.37, 0.12, 0.21], [0.93, 2.09, -0.17], [-0.67, 1.04, -1.22], [-1.80, 1.76, -2.40], [-3.56, -2.37, 2.30], [3.45, 1.78, 0.94], [1.40, 0.25, -0.66], [-0.34, 0.51, -0.04], [-0.17, -0.34, -0.38], [-0.40, -0.13, -0.21], [0.64, -2.19, -1.33], [-1.26, -0.98, -0.49], [-0.75, -0.37, -0.22], [-0.04, 0.20, 0.11], [0.63, 0.34, 0.48], [0.32, -0.68, 0.35], [0.96, -2.19, 0.83], [0.85, 0.61, 0.15], [-0.19, 0.79, 1.08], [-1.38, -0.22, 0.66]]
}



Record 2
{
  "formula": "C5H13N",
  "method": "ωB97M-V/def2-TZVPD",
  "spin_multiplicity": 2,
  "largest_force_ev_per_a": 1.81,
  "e_homo_ev": [1.48, -5.66],
  "total_charge": -1,
  "e_tot_ev": -6882.9795,
  "species": ["C", "C", "C", "H", "H", "H", "H", "H", "H", "C", "C", "N", "H", "H", "H", "H", "H", "H", "H"],
  "xyz": [[-1.62042, -1.14605, 0.24756], [-2.19709, -0.11219, -0.69977], [-2.00164, 1.19440, -0.54150], [-0.81346, -0.68139, 0.80356], [-2.43117, -1.37858, 0.94707], [-1.33601, -2.06311, -0.27199], [-2.94501, -0.56012, -1.34939], [-2.75049, 1.80929, -1.04728], [-1.10614, 1.67457, -0.17555], [1.89060, -0.95694, 0.36200], [1.47659, 0.47529, 0.60189], [1.40807, 1.41680, -0.53596], [1.84400, -1.55626, 1.28749], [1.17975, -1.45058, -0.30450], [2.91432, -0.97026, -0.01085], [0.57147, 0.52055, 1.21461], [2.17047, 0.91693, 1.32767], [2.29003, 1.92662, -0.43559], [1.45611, 0.94104, -1.41947]],
  "forces_ev_per_a": [[-0.12, 0.54, -0.63], [0.32, -0.78, 1.29], [-0.92, -0.02, -1.56], [0.12, -0.50, 0.00], [0.07, -0.19, 0.05], [0.24, 0.01, 0.22], [-0.39, 0.62, 0.03], [0.54, 0.32, -0.17], [-0.13, -0.18, 0.70], [-0.31, -0.08, -0.04], [-0.02, 0.57, 1.22], [0.56, 0.05, 0.91], [0.11, 0.27, 0.04], [0.30, -0.01, -0.34], [-0.02, -0.29, -0.23], [-0.30, -0.10, -0.45], [0.27, -0.05, -0.18], [-0.29, 0.14, -0.58], [-0.02, -0.32, -0.28]]
}



Record 3
{
  "formula": "C5H13N",
  "method": "ωB97M-V/def2-TZVPD",
  "largest_force_ev_per_a": 2.02,
  "e_homo_ev": -9.32,
  "e_tot_ev": -6884.2101,
  "species": ["C", "C", "C", "H", "H", "H", "H", "H", "H", "C", "C", "N", "H", "H", "H", "H", "H", "H", "H"],
  "xyz": [[3.29637, 0.05599, 0.15932], [4.49783, 0.31439, 0.68296], [5.71319, 0.96067, 0.07479], [2.72485, -0.78082, 0.53051], [3.04472, 0.66620, -0.70392], [4.67749, 0.02150, 1.71485], [6.49298, 0.19745, 0.07653], [6.06816, 1.76935, 0.72324], [5.58117, 1.35753, -0.92951], [-3.56695, -0.31605, 0.52019], [-4.65476, -0.99541, -0.31039], [-5.08248, -0.21311, -1.50928], [-3.45710, -0.98666, 1.38681], [-3.75265, 0.66974, 0.92216], [-2.58572, -0.27956, 0.03487], [-5.50081, -1.16454, 0.33560], [-4.27045, -1.98943, -0.54600], [-4.20195, -0.03649, -2.01727], [-5.02388, 0.74927, -1.14546]],
  "forces_ev_per_a": [[1.44, 0.64, -0.35], [-0.08, -0.10, 0.48], [-0.50, 0.56, 0.51], [-0.70, 0.60, 0.29], [-0.35, -0.84, -0.43], [0.19, -0.77, -0.14], [0.06, 0.05, -0.18], [0.07, -0.03, -0.12], [-0.13, -0.12, -0.07], [0.49, -1.19, 0.63], [0.49, 0.77, -0.14], [1.71, 0.86, 0.63], [0.31, 0.33, 0.02], [-0.54, 0.34, -0.13], [-0.20, -0.07, -0.20], [-0.55, 0.06, 0.07], [-0.18, 0.07, -0.52], [-0.25, -1.08, -0.57], [-1.29, -0.09, 0.20]]
}



Record 4
{
  "formula": "C5H13N",
  "method": "ωB97M-V/def2-TZVPD",
  "largest_force_ev_per_a": 2.23,
  "e_homo_ev": -9.38,
  "e_tot_ev": -6884.2343,
  "species": ["C", "N", "C", "H", "H", "H", "H", "H", "C", "C", "C", "H", "H", "H", "H", "H", "H", "H", "H"],
  "xyz": [[1.48108, -3.38251, -0.64463], [0.90539, -3.08377, -1.72557], [0.76278, -1.68479, -2.08471], [1.41318, -4.41120, -0.30468], [2.27636, -2.72523, -0.26511], [1.72624, -1.16473, -1.95888], [0.28816, -1.39943, -3.01444], [0.16720, -1.29209, -1.25659], [-0.51320, 0.78554, 1.78427], [-0.36301, 1.71744, 0.55033], [-1.44693, 2.79953, 0.59559], [0.44502, 0.30169, 1.97533], [-0.81708, 1.34398, 2.66649], [-1.24029, -0.00652, 1.60400], [0.69426, 1.96032, 0.50699], [-0.67571, 1.09836, -0.29121], [-1.59010, 3.27070, -0.37582], [-1.12825, 3.53433, 1.33861], [-2.38509, 2.33838, 0.90002]],
  "forces_ev_per_a": [[1.25, -0.05, -1.51], [-1.79, -0.42, -0.10], [1.15, 0.57, 1.67], [0.16, 0.01, 0.16], [-0.50, 0.16, 0.81], [-0.04, 0.08, -0.38], [0.06, -0.68, -0.28], [-0.30, 0.33, -0.36], [0.36, 0.08, -0.42], [-1.51, -1.55, 0.55], [1.17, 0.25, 0.20], [-0.06, -0.09, 0.23], [0.06, 0.02, 0.16], [-0.13, 0.10, 0.06], [-0.18, 0.78, -0.48], [0.76, -0.09, -0.37], [0.02, 0.18, 0.08], [-0.46, 0.24, -0.07], [-0.04, 0.07, 0.05]]
}



Record 5
{
  "formula": "C5H13N",
  "method": "ωB97M-V/def2-TZVPD",
  "largest_force_ev_per_a": 3.79,
  "e_homo_ev": -9.62,
  "e_tot_ev": -6883.7242,
  "species": ["C", "N", "C", "H", "H", "H", "H", "H", "C", "C", "C", "H", "H", "H", "H", "H", "H", "H", "H"],
  "xyz": [[2.13008, -1.31222, -0.36867], [2.62554, -0.16616, -0.33038], [2.43059, 0.55032, 1.01794], [1.98980, -1.63714, -1.36169], [1.94941, -1.99188, 0.40491], [3.08018, 0.15560, 1.84003], [2.72976, 1.67309, 0.86929], [1.41968, 0.57056, 1.40138], [-2.19365, -0.14487, 1.08631], [-2.74679, 0.36993, -0.33221], [-1.67396, 0.58543, -1.34288], [-1.59193, 0.67062, 1.57750], [-3.13622, -0.34852, 1.72823], [-1.60438, -1.05822, 1.05888], [-3.61376, -0.43663, -0.57760], [-3.31715, 1.28275, -0.05420], [-1.83596, 1.28686, -2.17123], [-1.32911, -0.34603, -1.87928], [-0.79674, 1.05051, -0.88647]],
  "forces_ev_per_a": [[0.87, 0.39, -1.50], [-1.34, 2.35, 2.44], [2.44, 1.50, -0.54], [0.06, -1.20, -1.14], [-0.87, -0.65, 1.67], [-0.34, 0.14, -0.76], [-0.45, -2.15, 0.21], [-0.42, -0.38, -0.38], [-1.68, 1.13, 0.12], [-2.31, -2.04, 2.20], [1.31, -0.35, -1.61], [-0.54, -0.82, -0.42], [1.68, 0.33, -0.80], [0.04, -0.03, -0.25], [2.13, 1.86, -0.10], [0.44, -0.34, -0.54], [-0.83, -0.11, 0.20], [-0.32, 0.70, 0.88], [0.13, -0.33, 0.32]]
}



Record 6
{
  "formula": "C5H13N",
  "method": "ωB97M-V/def2-TZVPD",
  "largest_force_ev_per_a": 2.28,
  "e_homo_ev": -8.38,
  "e_tot_ev": -6885.1375,
  "species": ["C", "C", "N", "C", "C", "C", "H", "H", "H", "H", "H", "H", "H", "H", "H", "H", "H", "H", "H"],
  "xyz": [[-2.56193, -0.15620, -0.36612], [-1.23712, -0.61613, 0.25863], [-0.04366, 0.07431, -0.20484], [0.11220, 1.46874, 0.13296], [1.14020, -0.71349, 0.16942], [2.49995, -0.17637, -0.30378], [-3.46836, -0.65129, 0.12722], [-2.59217, -0.28029, -1.49709], [-2.69216, 0.87289, -0.04295], [-1.36855, -0.54497, 1.34880], [-1.03529, -1.71700, 0.07056], [0.13506, 1.60470, 1.27200], [1.00926, 1.81541, -0.31919], [-0.75751, 1.98768, -0.27590], [1.21302, -0.94288, 1.29672], [1.03275, -1.73069, -0.30993], [2.46081, 0.09033, -1.36571], [3.20126, -1.06923, -0.23780], [2.95223, 0.68448, 0.24699]],
  "forces_ev_per_a": [[-0.62, -0.55, -0.08], [-0.17, -1.29, -0.15], [0.89, -0.94, -0.15], [-1.53, -0.70, 1.55], [0.18, -1.01, 0.44], [0.78, -0.78, 0.01], [1.38, 0.18, -0.83], [-0.02, 0.30, 1.51], [-0.09, 0.41, -0.57], [0.20, 0.13, 0.20], [-0.45, 1.19, 0.05], [0.09, 0.15, -1.17], [0.63, 0.57, -0.22], [0.25, 0.32, 0.15], [-0.28, 0.52, -1.14], [-0.04, 1.00, 0.45], [-0.08, 0.02, 0.12], [-0.57, 1.25, 0.04], [-0.57, -0.76, -0.21]]
}



Record 7
{
  "formula": "C5H13N",
  "method": "ωB97M-V/def2-TZVPD",
  "largest_force_ev_per_a": 3.45,
  "e_homo_ev": -8.53,
  "e_tot_ev": -6883.4600,
  "species": ["C", "C", "C", "H", "H", "H", "H", "H", "H", "C", "C", "N", "H", "H", "H", "H", "H", "H", "H"],
  "xyz": [[-2.22615, -0.07712, -2.67550], [-0.98485, 0.29957, -2.60381], [-0.12373, 0.53875, -3.85423], [-2.75560, -0.47401, -1.84331], [-2.64072, -0.02949, -3.75000], [-0.38531, 0.44984, -1.69509], [-0.43626, 1.36314, -4.61310], [1.00530, 0.96882, -3.77210], [0.00696, -0.48889, -4.27575], [0.80301, 0.90000, 3.00668], [1.21954, -0.60867, 3.36926], [0.66749, -1.51043, 2.31055], [-0.25418, 1.06424, 3.04357], [1.17952, 1.67847, 3.65757], [1.12953, 1.23183, 2.00031], [2.32100, -0.66393, 3.40483], [0.82577, -0.99606, 4.31511], [0.16626, -1.12014, 1.43131], [0.48242, -2.52592, 2.54372]],
  "forces_ev_per_a": [[-0.98, -0.06, -2.51], [3.08, 1.53, -0.18], [2.21, 1.51, -1.24], [-0.69, 0.11, 0.38], [0.12, -0.52, 1.98], [-0.67, -0.51, 0.02], [-0.44, -1.90, 1.08], [-2.49, -1.28, 0.88], [-0.14, 1.12, -0.40], [0.65, -0.91, 0.04], [-0.92, 0.72, -1.80], [-0.71, -0.41, -1.27], [-0.84, -0.39, -0.06], [0.54, -0.22, 0.54], [0.01, -0.71, 0.36], [-0.34, -0.01, -0.06], [0.05, 0.68, 0.09], [1.33, -1.00, 2.65], [0.23, 2.24, -0.48]]
}



Record 8
{
  "formula": "C5H13N2",
  "method": "ωB97M-V/def2-TZVPD",
  "spin_multiplicity": 2,
  "largest_force_ev_per_a": 4.03,
  "e_homo_ev": [-3.02, -9.65],
  "e_tot_ev": -8370.4679,
  "species": ["C", "C", "C", "C", "C", "N", "N", "H", "H", "H", "H", "H", "H", "H", "H", "H", "H", "H", "H", "H"],
  "xyz": [[-0.25042, -1.75036, 1.21191], [0.82890, -0.76728, 0.60553], [0.54393, 0.78124, 0.68019], [-0.57147, 1.29401, -0.16839], [-1.64979, 2.04072, 0.09651], [-0.17032, 0.96266, -1.58525], [1.10545, -1.12350, -0.91437], [-1.21442, -1.44496, 0.96214], [-0.25494, -2.76268, 0.61826], [-0.16785, -1.74332, 2.28588], [1.84314, -0.82713, 1.17692], [1.41617, 1.38940, 0.36744], [0.09403, 0.92779, 1.62921], [-1.99043, 2.14086, 1.25481], [-2.47231, 2.13797, -0.58792], [0.56484, 1.57234, -2.03546], [-1.00649, 1.11582, -2.05962], [0.93065, -2.13213, -0.95697], [2.13943, -1.18165, -1.11082], [0.28189, -0.62979, -1.47001]],
  "forces_ev_per_a": [[1.79, -0.58, -2.34], [1.22, 0.60, -0.47], [-1.42, -0.75, -0.46], [1.60, -0.07, -2.72], [-0.72, -1.46, 3.69], [-0.33, 1.15, 1.04], [-1.84, -1.86, 2.48], [-1.76, 1.10, -0.32], [0.70, 1.47, 1.84], [0.22, -0.63, 0.38], [-1.55, -0.54, -1.20], [0.03, -0.47, 0.83], [0.80, 0.50, 1.76], [1.04, -0.07, -2.88], [0.13, 0.57, -0.49], [-0.72, -0.60, 1.02], [-1.50, 0.35, -1.75], [-0.21, -0.21, -0.07], [0.47, 1.23, -0.57], [2.05, 0.26, 0.23]]
}